No. 1
The following is a DFT calculation (ωB97M-V with the def2-TZVPD basis set) of one molecule with the formula C6H8 in a non-equilibrium geometry.

LUMO energy in eV: 1.14
HOMO-LUMO gap in hartree: 0.402
Relative energy (zero: lowest compared OMol25 entry of this formula, charge and spin) in kcal per mole: 56.9
Strongest force on any atom in eV/Å: 1.594
HOMO energy in eV: -9.799
Structure (SMILES): C#CC1CCC1
Spin multiplicity: 1

Cartesian coordinates (Å):
C 2.9208 -0.4244 -0.5142
C 1.7452 -0.3847 -0.2629
C 0.3575 -0.2788 0.1527
C -0.2882 1.1015 0.3485
C -1.6140 0.3296 0.3890
C -0.8768 -0.7813 -0.6026
H 3.9669 -0.4719 -0.7088
H 0.1799 -0.7778 1.1059
H 0.0931 1.6408 1.2204
H -0.2679 1.7522 -0.5284
H -1.7522 0.0293 1.4542
H -2.5541 0.7802 0.0967
H -0.7033 -0.7068 -1.7060
H -1.2070 -1.8081 -0.4446

What are the natural (NBO) partial charges on each atom? They are as follows, in elementary charge units:
1 C -0.2363
2 C -0.0047
3 C -0.3108
4 C -0.3781
5 C -0.3901
6 C -0.3807
7 H 0.2336
8 H 0.2211
9 H 0.2047
10 H 0.2049
11 H 0.2041
12 H 0.2087
13 H 0.2193
14 H 0.2041



No. 2
The following is a DFT calculation (ωB97M-V with the def2-TZVPD basis set) of one molecule with the formula C6H8BN in a non-equilibrium geometry.

LUMO energy in eV: -0.43
HOMO-LUMO gap in hartree: 0.347
Relative energy (zero: lowest compared OMol25 entry of this formula, charge and spin) in kcal per mole: 23.4
Strongest force on any atom in eV/Å: 4.378
HOMO energy in eV: -9.868
Structure (SMILES): CBc1ccncc1
Spin multiplicity: 1

Cartesian coordinates (Å):
C 2.2343 -0.3518 -0.2260
B 0.8837 0.7908 0.2783
C -0.6202 0.3539 0.2073
C -1.6719 1.3306 0.0319
C -2.9538 0.8587 -0.1207
N -3.2690 -0.4194 -0.2094
C -2.3324 -1.3264 0.0423
C -0.9971 -0.9782 0.2463
H 2.7749 -0.6642 0.6593
H 2.9775 0.1946 -0.7233
H 1.9940 -1.2494 -0.8231
H 1.0770 1.9411 0.6757
H -1.3226 2.2750 0.1420
H -3.8858 1.6011 -0.2840
H -2.5752 -2.2966 0.0653
H -0.1947 -1.7976 0.4615

What are the natural (NBO) partial charges on each atom? They are as follows, in elementary charge units:
1 C -0.9305
2 B 0.6579
3 C -0.3980
4 C -0.2069
5 C 0.0302
6 N -0.3980
7 C 0.0317
8 C -0.1967
9 H 0.2302
10 H 0.2254
11 H 0.2230
12 H -0.0840
13 H 0.2160
14 H 0.1940
15 H 0.1842
16 H 0.2215



No. 3
The following is a DFT calculation (ωB97M-V with the def2-TZVPD basis set) of C6H8BeN2O12S3 as an isolated structure in a non-equilibrium geometry.

LUMO energy in eV: 7.80
HOMO-LUMO gap in hartree: 0.087
Relative energy (zero: lowest compared OMol25 entry of this formula, charge and spin) in kcal per mole: 55.9
Strongest force on any atom in eV/Å: 4.553
HOMO energy in eV: 5.434
Total charge: -4
Spin multiplicity: 1

Cartesian coordinates (Å):
Be -33.7767 -7.7544 -12.1202
S -35.8363 -6.1516 -10.2913
O -36.1074 -7.0859 -11.4067
O -36.3977 -4.8292 -10.5875
O -36.3394 -6.6204 -8.9898
O -34.3558 -6.0065 -10.3228
S -31.5175 -5.9605 -11.7933
O -31.7457 -7.2530 -11.0760
O -31.7670 -4.8609 -10.8229
O -30.1446 -5.9092 -12.3621
O -32.5130 -5.9735 -12.9009
S -34.4386 -9.9662 -9.8926
O -33.6828 -11.2320 -9.8121
O -33.6536 -8.8091 -9.4350
O -34.7879 -9.7191 -11.3219
O -35.7106 -10.0339 -9.1452
C -31.6339 -11.6593 -14.7679
C -31.7080 -10.6572 -13.6689
N -31.7894 -9.8381 -12.8689
H -32.4262 -12.3992 -14.6402
H -30.6530 -12.1234 -14.8010
H -31.9864 -11.1448 -15.6636
N -33.9515 -6.9818 -15.2042
C -33.4591 -8.2419 -15.0184
C -34.5572 -9.0094 -14.5924
C -35.6328 -8.1359 -14.3785
C -35.2570 -6.8883 -14.8123
H -33.3629 -6.2642 -15.5873
H -32.4374 -8.5541 -15.1424
H -34.7744 -10.0443 -14.3743
H -36.6050 -8.3420 -13.9610
H -35.7023 -5.9176 -14.9534

What are the natural (NBO) partial charges on each atom? They are as follows, in elementary charge units:
1 Be 1.6088
2 S 2.5892
3 O -1.1453
4 O -1.1544
5 O -1.0804
6 O -1.0920
7 S 2.5651
8 O -1.0837
9 O -1.0452
10 O -1.1247
11 O -1.1633
12 S 2.5771
13 O -1.1414
14 O -1.0471
15 O -1.1654
16 O -1.0982
17 C -0.7078
18 C 0.1999
19 N -0.1841
20 H 0.2382
21 H 0.2196
22 H 0.2359
23 N -0.4874
24 C -0.1266
25 C -0.3517
26 C -0.2961
27 C -0.0629
28 H 0.4118
29 H 0.2180
30 H 0.2366
31 H 0.2507
32 H 0.2069



No. 4
The following is a DFT calculation (ωB97M-V with the def2-TZVPD basis set) of one molecule with the formula C6H8BrF2N in a non-equilibrium geometry.

LUMO energy (alpha / beta) in eV: -0.06 / -0.91
HOMO-LUMO gap (alpha / beta) in hartree: 0.304 / 0.269
Relative energy (zero: lowest compared OMol25 entry of this formula, charge and spin) in kcal per mole: 38.3
Strongest force on any atom in eV/Å: 1.450
HOMO energy (alpha / beta) in eV: -8.337 / -8.227
Spin multiplicity: 1

Cartesian coordinates (Å):
C 0.0987 2.3150 0.6532
C -0.9335 1.2394 -1.1344
C -0.1162 1.2467 1.5291
C 0.0510 -0.0028 -1.3266
C 1.0224 -0.2624 -0.2507
C 1.1554 -1.5539 0.4723
N -0.2929 2.3575 -0.5764
F 0.7077 0.2371 -2.5161
F 2.1555 0.4543 -0.3297
Br 0.8141 1.0682 3.1439
H 0.7040 3.1515 0.9778
H -1.2523 1.5033 -2.1453
H -1.7911 0.8753 -0.5547
H -0.9413 0.5637 1.4183
H -0.5707 -0.8910 -1.4929
H 2.1431 -1.6027 0.9259
H 1.0480 -2.3841 -0.2290
H 0.4121 -1.6862 1.2575

What are the natural (NBO) partial charges on each atom? They are as follows, in elementary charge units:
1 C -0.0043
2 C -0.2646
3 C -0.3529
4 C 0.0902
5 C 0.5032
6 C -0.7137
7 N -0.3926
8 F -0.3487
9 F -0.3201
10 Br 0.0857
11 H 0.1973
12 H 0.2252
13 H 0.1786
14 H 0.2115
15 H 0.1868
16 H 0.2493
17 H 0.2306
18 H 0.2383



No. 5
The following is a DFT calculation (ωB97M-V with the def2-TZVPD basis set) of a 2-piece molecular cluster, C6H8BrN overall in a non-equilibrium geometry.

LUMO energy (alpha / beta) in eV: -0.26 / -0.52
HOMO-LUMO gap (alpha / beta) in hartree: 0.274 / 0.244
Relative energy (zero: lowest compared OMol25 entry of this formula, charge and spin) in kcal per mole: 110.5
Strongest force on any atom in eV/Å: 4.866
HOMO energy (alpha / beta) in eV: -7.722 / -7.163
Spin multiplicity: 1

Cartesian coordinates (Å):
C 1.4454 -1.0222 -0.7584
C -1.7141 1.9691 -0.9191
C 0.8298 -0.8165 0.4718
C -0.8886 0.9379 -0.9650
C 0.8752 0.4294 0.9325
C -0.0625 -1.7461 1.1318
N 0.9463 1.4417 1.6355
Br -0.5788 -0.1501 -2.4065
H 1.5001 -2.0086 -1.2433
H 2.1538 -0.3033 -1.3000
H -2.0620 2.4724 -1.7747
H -2.1044 2.3986 -0.0479
H 0.4873 -2.0333 2.0296
H -0.8838 -1.2235 1.4800
H -0.3333 -2.5650 0.4743
H 0.3896 2.2196 1.2594

What are the natural (NBO) partial charges on each atom? They are as follows, in elementary charge units:
1 C -0.2969
2 C -0.5475
3 C -0.2543
4 C -0.2978
5 C 0.5433
6 C -0.6038
7 N -0.5966
8 Br 0.1397
9 H 0.2082
10 H 0.2237
11 H 0.1866
12 H 0.2015
13 H 0.2241
14 H 0.2310
15 H 0.2322
16 H 0.4066



No. 6
The following is a DFT calculation (ωB97M-V with the def2-TZVPD basis set) of one molecule with the formula C6H8BrN in a non-equilibrium geometry.

LUMO energy in eV: 0.75
HOMO-LUMO gap in hartree: 0.337
Relative energy (zero: lowest compared OMol25 entry of this formula, charge and spin) in kcal per mole: 46.8
Strongest force on any atom in eV/Å: 3.918
HOMO energy in eV: -8.435
Structure (SMILES): C=N/C=C\C=C(/C)Br
Spin multiplicity: 1

Cartesian coordinates (Å):
C 0.4415 -1.5239 0.7711
N -0.7591 -1.5791 1.0332
C -1.7287 -0.7439 0.5480
C -1.4917 0.5564 0.7194
C -0.1833 1.1279 0.9654
C 0.9478 0.8975 0.2754
C 1.1285 0.4771 -1.1562
Br 2.6515 1.4456 0.9773
H 0.8130 -1.2136 -0.2245
H 1.1583 -1.8735 1.4173
H -2.7100 -1.0973 0.5083
H -2.2219 1.2235 0.5866
H -0.0721 1.6638 1.8572
H 0.2099 -0.0017 -1.5399
H 1.8915 -0.2652 -1.3266
H 1.4765 1.3810 -1.6386

What are the natural (NBO) partial charges on each atom? They are as follows, in elementary charge units:
1 C -0.0043
2 N -0.4230
3 C -0.0073
4 C -0.2818
5 C -0.2589
6 C -0.0132
7 C -0.7011
8 Br 0.0276
9 H 0.1566
10 H 0.1689
11 H 0.2064
12 H 0.2093
13 H 0.2216
14 H 0.2347
15 H 0.2248
16 H 0.2395